1.
Here is a cluster of 2 separate species, C11H15N in total from the Open Molecules 2025 dataset. Energies are from ωB97M-V with the def2-TZVPD basis set.

Computed properties:
LUMO energy   0.92 eV
Molecular weight   161.25 g mol⁻¹
HOMO level   -7.86 eV
Gap between HOMO and LUMO   8.78 eV
SMILES   Cc1c[nH]c2ccccc12.CC

Last column: Löwdin charge in e.
Geometry (Å):
C (2.306, -0.595, -1.358)  -0.0633
C (1.022, -0.653, 0.884)  -0.0813
C (1.089, -0.903, -0.618)  -0.2311
C (-0.381, -0.930, 1.101)  -0.2353
C (-0.156, -1.338, -1.062)  -0.0572
C (1.975, -0.497, 1.932)  -0.0190
C (-0.805, -0.746, 2.403)  -0.0173
C (1.550, -0.278, 3.275)  -0.0647
C (0.143, -0.240, 3.391)  -0.0783
N (-1.141, -1.544, 0.041)  0.0906
H (2.976, -0.509, 1.731)  0.0667
H (2.603, 0.434, -1.081)  0.0948
H (2.171, -0.797, -2.481)  0.1177
H (-0.458, -1.615, -1.951)  0.0565
H (-2.090, -1.286, -0.163)  0.1096
H (-1.857, -0.907, 2.577)  0.0976
H (2.135, -0.031, 4.098)  0.0746
H (-0.275, 0.013, 4.332)  0.0735
H (3.068, -1.094, -0.869)  0.0461
C (-1.686, 2.462, -1.899)  -0.1704
C (-1.712, 1.002, -2.171)  -0.2066
H (-2.362, 2.636, -0.967)  0.1007
H (-0.622, 2.849, -1.652)  0.0976
H (-2.072, 2.994, -2.704)  0.0254
H (-0.800, 0.463, -2.476)  0.0521
H (-2.529, 0.714, -2.937)  0.1007
H (-2.092, 0.394, -1.376)  0.0204



2.
Here is a cluster of 2 separate species, C2H5S in total from the Open Molecules 2025 dataset. Energies are from ωB97M-V with the def2-TZVPD basis set.

Computed properties:
LUMO energy   3.67 eV
Net charge   -1
Molecular weight   61.13 g mol⁻¹
HOMO level   -2.34 eV
Gap between HOMO and LUMO   6.02 eV

Last column: Löwdin charge in e.
Geometry (Å):
S (-0.843, 2.219, 3.311)  -0.4553
H (-1.759, 1.316, 3.696)  -0.5267
C (0.885, -0.473, -0.733)  -0.0813
C (0.021, -0.827, -1.657)  -0.1050
H (1.953, -0.449, -0.540)  0.0461
H (0.456, -0.033, 0.177)  0.0486
H (0.299, -1.253, -2.615)  0.0286
H (-1.012, -0.501, -1.641)  0.0452